1.
C22H32N4OS in the gas phase. Source: the OMol25 dataset; level of theory: ωB97M-V/def2-TZVPD.

Each line ends with the Löwdin charge.
Cartesian coordinates (Å):
1 C 7.62021 0.03055 1.55388  -0.06
2 C 6.39348 -0.73138 1.05965  -0.42
3 C 6.79164 -1.98688 0.28562  -0.05
4 N 5.57635 0.13070 0.22767  0.08
5 C 4.27139 0.37992 0.46920  -0.47
6 O 3.68373 -0.06761 1.43177  0.07
7 C 3.60374 1.24079 -0.60384  -0.23
8 C 2.37480 1.95178 -0.02442  -0.13
9 C 1.23281 1.99414 -1.04020  -0.18
10 N 0.77406 0.67821 -1.46288  -0.13
11 C -0.49609 0.26223 -0.89090  -0.33
12 C -1.04411 -0.98058 -1.59491  -0.13
13 C -2.44579 -1.28523 -1.07667  -0.20
14 N -2.37562 -1.55016 0.34828  -0.16
15 C -3.58059 -2.14633 0.88813  -0.19
16 C -4.79653 -1.29529 0.71426  -0.55
17 N -4.99903 -0.18392 1.30696  0.11
18 C -6.15171 0.42642 0.90704  -0.31
19 C -6.64184 1.63965 1.38026  -0.02
20 C -7.83245 2.11723 0.87566  -0.09
21 C -8.54083 1.40730 -0.09189  -0.09
22 C -8.07284 0.20216 -0.57786  -0.10
23 C -6.87802 -0.28398 -0.07573  -0.47
24 S -6.03638 -1.75075 -0.47308  1.07
25 C -1.92011 -0.37901 1.07240  -0.19
26 C -0.50978 -0.00870 0.62325  -0.12
27 C 1.83048 -0.32407 -1.43714  -0.18
28 C 3.17454 0.31724 -1.75818  -0.13
29 H 7.31710 0.92624 2.09021  0.08
30 H 8.25058 0.32151 0.71521  0.08
31 H 8.20384 -0.59436 2.22394  0.08
32 H 5.75883 -1.00656 1.90807  0.14
33 H 7.36223 -2.65532 0.92414  0.08
34 H 5.90495 -2.51188 -0.06133  0.08
35 H 7.40325 -1.72481 -0.57625  0.08
36 H 6.01112 0.51115 -0.59832  0.15
37 H 4.33331 1.96705 -0.97620  0.14
38 H 2.05502 1.40144 0.86261  0.10
39 H 2.63135 2.96684 0.28281  0.12
40 H 1.56874 2.54098 -1.93191  0.12
41 H 0.39114 2.54852 -0.62099  0.12
42 H -1.19283 1.08836 -1.09242  0.15
43 H -0.40838 -1.83908 -1.38149  0.12
44 H -1.06908 -0.81639 -2.67259  0.12
45 H -2.84221 -2.17468 -1.57440  0.12
46 H -3.11384 -0.43585 -1.30668  0.13
47 H -3.41800 -2.32147 1.95583  0.13
48 H -3.73990 -3.10756 0.39058  0.11
49 H -6.08426 2.17820 2.12974  0.11
50 H -8.22557 3.05648 1.23496  0.10
51 H -9.47139 1.80464 -0.46836  0.10
52 H -8.61882 -0.35005 -1.32684  0.11
53 H -1.91777 -0.61780 2.13845  0.12
54 H -2.59600 0.47977 0.92030  0.12
55 H 0.16392 -0.83226 0.85933  0.12
56 H -0.18425 0.87532 1.17285  0.11
57 H 1.59913 -1.07848 -2.19592  0.12
58 H 1.91409 -0.82913 -0.46368  0.12
59 H 3.08605 0.88857 -2.68316  0.12
60 H 3.92213 -0.46383 -1.91479  0.11

Summary:
**SMILES**: CC(C)NC(=O)C1CCN(C2CCN(Cc3nc4ccccc4s3)CC2)CC1
**Lowest unoccupied orbital energy**: 0.777 eV
**Frontier orbital gap**: 8.639 eV
**HOMO level**: -7.86 eV
**Energy relative to the best compared isomer or geometry (same formula, charge and spin)**: 0.5 kcal per mole
**DFT total energy**: -42177.758 eV

2.
C22H32N4S2 in the gas phase. Source: the OMol25 dataset; level of theory: ωB97M-V/def2-TZVPD.

Each line ends with the Löwdin charge.
Cartesian coordinates (Å):
1 C 4.78741 -1.07148 -3.02879  -0.05
2 C 3.68549 -0.48224 -2.20268  -0.24
3 C 3.81165 -0.39825 -0.82277  -0.05
4 C 2.80727 0.14049 -0.04222  -0.04
5 C 1.64255 0.61299 -0.63878  -0.28
6 N 0.62726 1.09935 0.20764  0.07
7 C -0.08707 2.23144 0.04159  -0.76
8 S -0.00214 3.14679 -1.34323  0.70
9 N -0.85473 2.62568 1.09553  -0.12
10 C -0.77530 2.03500 2.41260  -0.13
11 C -1.80329 0.91308 2.67420  -0.15
12 C -1.17056 -0.45308 2.93433  -0.20
13 N -0.49809 -1.01548 1.76872  -0.20
14 C 0.34843 -2.13649 2.15951  -0.17
15 C 1.06654 -2.72594 0.95215  -0.18
16 N 0.10233 -3.18866 -0.02872  -0.22
17 C 0.76118 -3.79361 -1.16520  -0.09
18 C -0.73650 -2.07633 -0.43640  -0.17
19 C -1.45340 -1.48612 0.77122  -0.16
20 C -1.80190 3.71455 0.94388  -0.22
21 C -3.20737 3.21619 0.89525  -0.52
22 C -3.79877 2.49329 -0.09475  -0.14
23 C -5.13434 2.13845 0.20016  -0.19
24 C -5.53995 2.59499 1.41115  -0.42
25 S -4.29801 3.46638 2.22124  1.02
26 C 1.50650 0.52551 -2.01749  -0.04
27 C 2.51551 -0.01039 -2.80406  -0.23
28 C 2.33563 -0.09017 -4.28868  -0.04
29 H 5.61309 -1.39131 -2.39803  0.07
30 H 5.16155 -0.34001 -3.74449  0.08
31 H 4.42879 -1.93189 -3.59368  0.08
32 H 4.71311 -0.76102 -0.34900  0.11
33 H 2.92288 0.20509 1.03058  0.12
34 H 0.37297 0.45802 0.96770  0.10
35 H 0.23893 1.66400 2.58052  0.13
36 H -0.94415 2.84617 3.12727  0.12
37 H -2.40260 1.16866 3.54898  0.11
38 H -2.48533 0.85109 1.82718  0.09
39 H -0.42577 -0.34717 3.72925  0.12
40 H -1.95104 -1.14160 3.30140  0.13
41 H 1.08921 -1.78159 2.88152  0.12
42 H -0.25320 -2.92752 2.63649  0.13
43 H 1.66461 -3.58045 1.27897  0.13
44 H 1.74460 -1.97087 0.51974  0.10
45 H 1.35023 -4.64345 -0.82370  0.08
46 H 0.00690 -4.14963 -1.86510  0.08
47 H 1.42678 -3.08905 -1.68917  0.09
48 H -1.48323 -2.44851 -1.14232  0.13
49 H -0.14557 -1.29250 -0.93789  0.11
50 H -2.06788 -0.64810 0.43763  0.12
51 H -2.11322 -2.25492 1.20645  0.13
52 H -1.67938 4.41953 1.77164  0.12
53 H -1.55498 4.22145 0.00397  0.05
54 H -3.29301 2.23387 -1.00787  0.11
55 H -5.76342 1.57359 -0.46443  0.10
56 H -6.49523 2.48292 1.88385  0.06
57 H 0.60299 0.88223 -2.48488  0.07
58 H 3.12565 0.46039 -4.79797  0.08
59 H 1.37819 0.33168 -4.58150  0.08
60 H 2.38123 -1.12506 -4.62851  0.08

Summary:
**SMILES**: Cc1ccc(NC(=S)N(CCCN2CCN(C)CC2)Cc2cccs2)cc1C
**Lowest unoccupied orbital energy**: 0.623 eV
**Frontier orbital gap**: 8.185 eV
**HOMO level**: -7.56 eV
**Energy relative to the best compared isomer or geometry (same formula, charge and spin)**: 6.4 kcal per mole
**DFT total energy**: -50964.691 eV

3.
C22H32N6O3S2 in the gas phase. Source: the OMol25 dataset; level of theory: ωB97M-V/def2-TZVPD.

Each line ends with the Löwdin charge.
Cartesian coordinates (Å):
1 C -1.63291 -2.83442 -3.04538  -0.06
2 C -2.73134 -2.44942 -4.03309  -0.25
3 N -3.38338 -1.22055 -3.63758  -0.27
4 C -4.57345 -1.28956 -2.81601  -0.25
5 C -5.81243 -1.74477 -3.58237  -0.07
6 S -3.32855 -0.00757 -4.77434  0.67
7 O -3.57127 -0.49700 -6.10518  -0.29
8 O -4.12766 1.08343 -4.30103  -0.27
9 C -1.59697 0.45926 -4.67049  -0.25
10 C -0.85178 0.61047 -5.82490  -0.04
11 C 0.47802 0.98969 -5.72627  -0.05
12 C 1.05003 1.21395 -4.48638  -0.02
13 C 0.29100 1.06040 -3.32554  -0.13
14 C 0.84891 1.24958 -2.00227  -0.24
15 N 0.30940 0.79202 -0.90078  0.09
16 N 1.07443 1.13756 0.13845  0.00
17 C 2.08669 1.83129 -0.32270  -0.61
18 S 3.38889 2.54488 0.57587  1.00
19 C 2.82037 2.24074 2.27383  -0.35
20 C 3.18832 0.85270 2.79938  -0.57
21 O 4.03179 0.71230 3.66036  0.05
22 N 2.51932 -0.14510 2.20327  0.06
23 C 2.54120 -1.49031 2.72405  -0.16
24 C 1.28363 -1.75971 3.56912  -0.13
25 C 1.15916 -0.72322 4.65208  -0.26
26 C 0.37039 0.33327 4.50396  -0.07
27 C 0.25843 1.44632 5.49988  -0.19
28 C 1.42484 1.42752 6.48277  -0.20
29 C 1.62476 0.00879 7.00148  -0.19
30 C 2.05212 -0.89292 5.84780  -0.15
31 N 2.00368 1.92998 -1.68147  -0.08
32 N 2.89960 2.55904 -2.53647  0.10
33 C -1.04872 0.68025 -3.42716  -0.01
34 H -0.89358 -2.04108 -2.97270  0.06
35 H -1.14326 -3.74709 -3.37481  0.07
36 H -2.05341 -3.00123 -2.05728  0.07
37 H -2.30391 -2.27911 -5.02392  0.11
38 H -3.45880 -3.26342 -4.11866  0.12
39 H -4.73463 -0.27889 -2.43736  0.11
40 H -4.36539 -1.95584 -1.97452  0.12
41 H -5.98264 -1.06993 -4.41767  0.07
42 H -6.68112 -1.72902 -2.92918  0.08
43 H -5.68754 -2.75340 -3.97030  0.07
44 H -1.32504 0.42374 -6.77578  0.11
45 H 1.07316 1.10789 -6.61893  0.11
46 H 2.08827 1.49752 -4.41168  0.09
47 H 3.32134 2.99428 2.88097  0.09
48 H 1.74167 2.39062 2.28160  0.08
49 H 1.76360 0.09528 1.56294  0.09
50 H 3.43949 -1.58778 3.33660  0.12
51 H 2.59349 -2.19501 1.88954  0.12
52 H 0.40920 -1.72320 2.91597  0.11
53 H 1.35870 -2.76075 3.99694  0.11
54 H -0.25836 0.42183 3.62638  0.11
55 H -0.68773 1.34454 6.04368  0.11
56 H 0.22029 2.40431 4.97322  0.10
57 H 2.33597 1.74777 5.97332  0.11
58 H 1.23309 2.11733 7.30705  0.11
59 H 2.38385 -0.00755 7.78560  0.11
60 H 0.68763 -0.35636 7.42841  0.12
61 H 3.07445 -0.63667 5.55276  0.11
62 H 2.05219 -1.93951 6.16386  0.12
63 H 3.80937 2.60671 -2.08265  0.08
64 H 2.58850 3.50684 -2.74786  0.12
65 H -1.64537 0.55832 -2.53842  0.12

Summary:
**SMILES**: CCN(CC)S(=O)(=O)c1cccc(-c2nnc(SCC(=O)NCCC3=CCCCC3)n2N)c1
**Lowest unoccupied orbital energy**: 0.156 eV
**Frontier orbital gap**: 8.852 eV
**HOMO level**: -8.70 eV
**Energy relative to the best compared isomer or geometry (same formula, charge and spin)**: 5.8 kcal per mole
**DFT total energy**: -60086.217 eV

4.
2 unconnected molecules or ions with the total composition C22H32O11. Source: the OMol25 dataset; level of theory: ωB97M-V/def2-TZVPD.

Each line ends with the Löwdin charge.
Cartesian coordinates (Å):
1 C 2.29606 0.82160 2.12981  -0.09
2 C 1.65561 0.62441 0.75271  -0.22
3 C 0.26848 1.24647 0.74487  -0.17
4 O -0.41864 1.20830 -0.51235  0.00
5 C -1.05451 0.03893 -0.87541  -0.53
6 C -2.08281 0.44964 -1.93604  -0.05
7 C -3.06101 1.47875 -1.39619  -0.07
8 C -4.41222 0.92154 -1.06395  -0.48
9 O -4.71595 -0.24363 -0.92615  0.10
10 O -5.34942 1.92530 -0.90817  0.07
11 O -1.75484 -0.52722 0.17663  0.01
12 C -1.15492 -1.53665 0.96878  -0.13
13 C -1.82964 -2.86317 0.72736  -0.20
14 O -3.03728 -2.90848 1.45391  -0.13
15 C -3.74735 -4.10660 1.25228  -0.28
16 C -4.73220 -3.97773 0.10177  -0.07
17 O -0.01977 -0.81145 -1.39260  0.09
18 C -0.30623 -1.97321 -2.02159  -0.43
19 O -1.17386 -2.11332 -2.85846  0.12
20 C 0.61747 -3.12414 -1.64043  -0.26
21 C 0.90522 -4.02455 -2.84779  -0.05
22 C 1.95055 -2.65720 -1.02918  -0.21
23 C 2.77106 -1.73490 -1.93528  -0.08
24 H 2.99068 1.65270 2.15601  0.04
25 H 1.52488 0.98307 2.88046  0.08
26 H 2.81993 -0.08590 2.44133  0.06
27 H 1.52472 -0.45151 0.59899  0.05
28 H 2.25445 1.01624 -0.06250  0.12
29 H -0.31772 0.82954 1.56453  0.12
30 H 0.41474 2.30007 0.97865  0.10
31 H -1.53295 0.79039 -2.80477  0.14
32 H -2.64696 -0.43202 -2.22167  0.11
33 H -2.69480 2.00685 -0.52007  0.14
34 H -3.22693 2.24906 -2.14890  0.13
35 H -5.86197 1.70041 -0.12793  0.11
36 H -0.07653 -1.60158 0.86624  0.11
37 H -1.35404 -1.28585 2.01112  0.14
38 H -1.16350 -3.66654 1.06916  0.13
39 H -2.01814 -3.00841 -0.33948  0.12
40 H -3.05890 -4.92485 1.02196  0.11
41 H -4.27045 -4.36153 2.17138  0.11
42 H -4.18501 -3.78978 -0.81887  0.07
43 H -5.41674 -3.15046 0.25881  0.07
44 H -5.30991 -4.89196 -0.02321  0.07
45 H 0.13911 -3.73717 -0.87872  0.13
46 H 0.18693 -3.90766 -3.65187  0.07
47 H 0.85070 -5.06555 -2.53183  0.08
48 H 1.90177 -3.87729 -3.25063  0.07
49 H 1.81714 -2.22818 -0.04209  0.08
50 H 2.53036 -3.57045 -0.87997  0.11
51 H 3.26518 -0.95847 -1.36111  0.07
52 H 3.50919 -2.29105 -2.50551  0.06
53 H 2.14410 -1.21076 -2.65362  0.08
54 C 4.73365 5.54949 2.69449  -0.04
55 C 3.83669 4.48779 2.60904  -0.42
56 C 2.65474 4.68825 1.62543  -0.38
57 O 1.84599 3.75382 1.43921  -0.06
58 C 2.52604 5.93401 0.96666  -0.04
59 C 3.41525 7.01295 1.05979  -0.43
60 C 4.65506 6.77978 1.97283  -0.41
61 O 5.53848 7.64420 2.06509  -0.06
62 O 3.30082 8.11146 0.48368  -0.07
63 O 3.90203 3.40045 3.23216  -0.09
64 H 5.59297 5.46601 3.35612  0.08
65 H 1.64513 6.02768 0.33512  0.08

Summary:
**Lowest unoccupied orbital energy**: 3.542 eV
**Net charge**: -2
**Frontier orbital gap**: 3.581 eV
**HOMO level**: -0.04 eV
**DFT total energy**: -45854.985 eV